Record 1
Molecular formula: C30H34ClO7V
Method: DFT, ωB97M-V with the def2-TZVPD basis set

As for the total energy: -3094.275399 hartree. The value obtained for the molar mass is 592.99 g/mol. Its total charge is -2. As for the frontier orbital gap (spin up / spin down): 1.84 / 1.81 eV. The expectation value of S² is 2.0198. The LUMO energy (spin up / spin down) is 3.87 / 3.87 eV. Its multiplicity is 3.

The geometry in XYZ format:
```
73
Properties=species:S:1:pos:R:3:forces:R:3
C 0.32340 -0.23643 -7.15782 0.58 -0.81 -1.28
C 0.11174 -1.00800 -5.79548 1.10 -0.05 -0.98
C -0.09161 1.21635 -6.90708 0.01 -0.11 0.00
C -0.88903 1.25975 -5.54460 -0.36 -0.75 -1.06
H -0.71569 1.53539 -7.74929 0.19 0.15 0.24
H 0.80239 1.85996 -6.85426 -0.43 -0.25 0.09
C -1.03330 -0.30160 -5.12290 0.37 -0.08 -1.36
H 1.06248 -0.93162 -5.24627 -0.28 0.03 0.01
H -0.06534 -2.06646 -6.04385 0.07 0.25 0.36
C -1.24284 -0.57176 -3.67682 -0.14 1.00 1.52
H -1.94092 -0.67623 -5.62351 -0.13 0.01 -0.03
H -1.91762 1.54280 -5.77304 -0.48 0.11 -0.14
C -0.34490 2.20288 -4.66758 -1.07 -0.01 1.67
C 1.76131 -0.32647 -7.71793 1.16 -0.84 2.44
C -0.44691 -0.84224 -8.35297 -0.55 0.60 0.51
O -0.94348 -0.20423 -9.24853 -0.12 -0.23 0.11
O 2.77002 -0.38177 -7.01733 -1.27 0.42 -0.87
O 1.85038 -0.49472 -9.04748 0.21 0.26 -0.66
O -0.46618 -2.19128 -8.34824 -0.25 -0.26 -0.49
C -1.06019 -2.74297 -9.54532 0.25 0.21 0.41
H -0.93466 -3.83173 -9.44172 -0.15 0.46 -0.17
H -0.51955 -2.33488 -10.41554 -0.30 -0.33 0.22
H -2.11986 -2.43952 -9.60085 0.45 -0.27 -0.06
C 3.17783 -0.73471 -9.53542 -0.21 0.09 0.16
H 3.86971 0.02525 -9.15353 -0.13 -0.27 -0.10
H 3.11571 -0.69329 -10.62599 -0.06 0.00 0.20
H 3.49179 -1.73038 -9.20550 0.15 0.20 -0.06
O -0.64639 0.36603 -2.74627 -1.14 -0.17 -4.71
H -0.90156 -1.59118 -3.37278 -0.47 0.37 -0.31
H -2.33356 -0.43653 -3.52476 0.47 -0.46 -0.03
C -1.27724 2.98452 -3.81038 -0.08 0.89 -0.35
C 1.08300 2.25545 -4.40970 0.72 0.68 -0.57
H 1.37812 3.05645 -5.09662 1.55 0.45 -0.16
H 1.63300 1.34652 -4.69153 0.07 0.11 0.13
H 1.40928 2.57251 -3.41116 -0.30 -0.14 0.01
H -0.90775 3.34938 -2.83209 0.13 -0.46 -0.20
H -2.28519 2.56009 -3.62608 0.45 -0.08 -0.08
H -1.41598 3.89841 -4.41482 -0.76 0.77 0.44
V -0.34265 0.24917 -1.08823 1.19 -1.17 4.08
C -2.07426 0.38448 0.78272 -0.17 -1.19 -1.51
C -2.59458 0.35336 -0.57068 -0.59 -1.61 0.89
C -2.28008 -0.95032 -1.13307 -0.03 0.51 1.76
H -3.33821 1.02430 -0.95688 0.05 0.27 -0.24
C -1.36845 -1.59396 -0.23911 -2.29 0.86 0.47
C -1.30101 -0.77808 0.95597 -1.03 -0.34 -0.34
H -0.79937 -1.05921 1.86158 0.34 0.19 -0.01
H -2.32593 1.13503 1.52142 0.50 -0.02 -0.26
H -2.69681 -1.40685 -2.01907 0.27 0.31 0.19
H -1.04632 -2.61880 -0.33777 0.25 0.14 -0.07
C 1.95405 0.91622 -0.43405 0.83 -0.86 -1.11
C 1.65214 -0.11821 0.49618 0.57 -0.74 -0.67
C 1.30146 -1.27659 -0.23696 1.29 0.55 -0.39
H 1.78010 -0.07819 1.57978 -0.50 0.14 -0.79
C 1.40848 -0.99466 -1.64819 1.30 0.77 0.78
C 1.89770 0.36751 -1.75992 0.32 -0.61 1.12
H 2.25555 0.85363 -2.66561 -0.60 -0.16 0.35
H 2.35087 1.89590 -0.18913 -0.36 -0.11 -0.04
H 1.11006 -2.25257 0.20201 -0.18 0.34 -0.14
H 1.34942 -1.72151 -2.45278 -0.23 0.23 0.12
Cl 0.25635 6.10700 6.56211 0.02 0.52 0.56
C 0.13737 4.94888 5.29722 -0.08 -1.10 -1.34
C 0.02808 3.58196 5.61268 -0.01 0.69 -0.37
C -0.03686 2.65013 4.58169 0.01 0.50 -0.02
C 0.00355 3.06166 3.23892 0.12 0.33 -0.03
C 0.09736 4.41769 2.93738 -0.11 0.01 0.49
C 0.16509 5.37051 3.95683 -0.04 -0.35 0.62
C 0.05706 2.00489 2.13732 -0.11 -1.14 -1.07
O 0.35298 0.86992 2.60947 -0.57 1.14 0.02
O -0.19221 2.30331 0.91619 0.53 0.37 2.38
H -0.00066 3.27183 6.65205 0.01 0.04 -0.08
H -0.10156 1.59446 4.82301 0.05 0.11 -0.27
H 0.11990 4.71062 1.89386 -0.01 -0.04 0.03
H 0.23866 6.42896 3.73269 0.03 -0.06 0.02
```
Positions in Å, forces in eV/Å.

Record 2
Molecular formula: C5H10O2
Method: DFT, ωB97M-V with the def2-TZVPD basis set

As for the total energy: -346.923174 hartree. The value obtained for the molar mass is 102.13 g/mol. Its total charge is 0. As for the frontier orbital gap: 9.21 eV. The LUMO energy is 0.63 eV. Its SMILES is C=C(O)/C=C/C.O. The energy above the lowest of the compared OMol25 structures with the same formula, charge and spin is 268.5 kJ/mol. Its multiplicity is 1.

The geometry in XYZ format:
```
17
Properties=species:S:1:pos:R:3:forces:R:3
C -1.75596 2.18868 0.63678 1.53 -0.19 0.03
C 0.28152 -1.44797 -1.93938 1.38 1.01 -0.53
C 0.39988 -0.48889 -0.99569 0.69 -1.49 -2.09
O 1.59882 -0.58253 -0.27141 -0.20 0.40 0.97
C -0.58857 0.54586 -0.77710 1.11 0.09 1.58
C -0.59561 1.22194 0.38960 -2.42 -0.40 -0.84
H -2.28832 2.29072 -0.30300 -0.52 -0.03 0.17
H -1.38174 3.18181 0.89411 -0.03 0.01 0.16
H -2.34064 1.81822 1.48004 -0.29 0.12 -0.24
H 1.18803 -2.02960 -2.07514 -0.23 -0.39 0.18
H -0.29965 -1.39429 -2.85451 -0.84 -0.06 0.68
H 2.32885 -0.02311 -0.59531 -0.91 -0.14 -0.07
H -1.33544 0.59760 -1.55999 0.01 0.51 0.04
H -0.10309 0.76784 1.24183 0.70 0.60 -0.10
H -0.13395 -1.93053 2.10156 -0.21 -0.25 -0.04
H 1.08119 -1.18924 1.55540 -0.11 0.06 0.11
O 0.46911 -1.21880 2.30920 0.33 0.15 -0.02
```
Positions in Å, forces in eV/Å.

Record 3
Molecular formula: C2H6BrP
Method: DFT, ωB97M-V with the def2-TZVPD basis set

As for the total energy: -2995.053513 hartree. The value obtained for the molar mass is 140.95 g/mol. Its total charge is 0. As for the frontier orbital gap: 9.99 eV. The LUMO energy is 0.68 eV. The energy above the lowest of the compared OMol25 structures with the same formula, charge and spin is 346.6 kJ/mol. Its multiplicity is 1.

The geometry in XYZ format:
```
10
Properties=species:S:1:pos:R:3:forces:R:3
C 1.09387 0.76928 0.98455 -1.83 -0.49 -3.41
C -0.18601 0.12216 -0.58150 3.41 0.61 2.19
P -1.35754 -1.00487 0.22221 -1.33 2.05 1.24
Br 0.88141 -0.54060 -2.09837 -0.55 0.31 0.67
H 1.80294 1.58682 0.75323 -0.62 -0.64 -0.32
H 1.55495 -0.15384 1.26830 0.09 -0.33 0.29
H 0.23369 1.07955 1.52363 -0.24 0.21 1.01
H -0.70915 0.98306 -0.87286 -0.21 1.38 -0.53
H -2.42043 -0.85615 -0.72683 0.14 0.15 0.25
H -0.89373 -1.98541 -0.47236 1.13 -3.24 -1.39
```
Positions in Å, forces in eV/Å.

Record 4
Molecular formula: C19H35CuN5NbO4
Method: DFT, ωB97M-V with the def2-TZVPD basis set

As for the total energy: -3016.629870 hartree. The value obtained for the molar mass is 553.97 g/mol. Its total charge is +2. As for the frontier orbital gap (spin up / spin down): 6.60 / 6.60 eV. The LUMO energy (spin up / spin down) is -8.88 / -8.88 eV. Its multiplicity is 1.

The geometry in XYZ format:
```
65
Properties=species:S:1:pos:R:3:forces:R:3
N 0.71919 -0.45031 1.71426 -2.43 0.48 -0.20
C 0.71612 -0.32597 2.94406 3.34 0.67 0.97
O 1.06459 -0.11152 4.06653 -1.54 -0.78 -1.85
Cu -1.16265 0.47842 2.75480 -0.55 0.35 -0.47
Nb 0.00547 0.08342 -0.22364 1.54 -2.18 0.05
N -1.64919 -0.97366 -0.47016 1.03 1.74 0.00
N 1.47382 -0.69836 -1.24035 -1.47 1.39 0.84
C -2.33612 -2.22624 -0.16585 -0.23 -1.28 0.11
C 2.56266 -1.63594 -0.93856 0.65 -0.97 0.35
C -3.86457 -2.10965 -0.32695 0.10 0.21 0.12
C -1.83396 -3.31641 -1.12071 0.22 -0.19 0.08
C -2.03223 -2.62990 1.27562 0.24 -0.11 -0.01
C 3.61990 -0.94792 -0.07387 0.06 0.29 0.08
C 3.21896 -2.14578 -2.22267 -0.19 -0.11 -0.02
C 1.97193 -2.79910 -0.15269 -0.05 -0.30 -0.24
H -4.24619 -1.29363 0.29902 -0.08 -0.10 -0.19
H -4.33031 -3.04788 0.01641 0.23 0.37 -0.16
H -4.15989 -1.95402 -1.37368 0.03 -0.03 0.31
H -2.00329 -3.03075 -2.16731 -0.03 -0.25 0.24
H -2.36024 -4.25836 -0.90578 0.16 0.31 -0.24
H -0.75964 -3.48508 -0.97291 -0.29 -0.01 -0.07
H -0.95393 -2.67637 1.47595 -0.14 -0.13 -0.15
H -2.45886 -3.63083 1.45177 0.16 0.49 0.16
H -2.46962 -1.91053 1.98500 -0.15 -0.13 -0.04
H 3.99243 -0.04343 -0.56566 0.12 -0.21 0.15
H 4.45142 -1.65065 0.09812 -0.31 0.30 -0.11
H 3.19499 -0.64550 0.89002 0.20 -0.10 -0.18
H 3.75918 -1.34569 -2.74597 -0.12 -0.29 0.07
H 2.45557 -2.58670 -2.87500 0.27 0.02 -0.06
H 3.94191 -2.92757 -1.95189 -0.22 0.25 -0.15
H 2.79139 -3.48023 0.11804 -0.40 0.13 0.03
H 1.25724 -3.33411 -0.79355 0.20 -0.02 0.32
H 1.47492 -2.44729 0.76521 0.23 -0.30 -0.31
C -2.10662 -0.28881 -1.69699 -0.65 -0.30 0.62
H -1.45774 0.59144 -1.90585 -0.02 0.27 -0.29
H -2.11360 -0.96484 -2.56598 0.45 0.30 0.21
H -3.12885 0.09594 -1.56963 0.48 0.30 0.02
C 1.66417 0.20361 -2.39067 0.45 -0.13 0.28
H 0.87236 0.97513 -2.42230 -0.05 0.20 -0.02
H 2.64994 0.69767 -2.36863 -0.49 -0.01 0.14
H 1.57536 -0.38441 -3.31465 -0.19 0.24 0.20
C -0.78635 3.92456 3.32990 -0.23 0.68 0.42
C -1.40838 4.67765 2.15160 -0.07 -0.08 -0.06
C -0.68576 4.38791 0.81567 -0.31 -0.24 0.08
C -1.26657 5.25421 -0.33467 -0.07 0.18 -0.61
C -2.76304 5.11481 -0.63282 0.10 -0.12 0.09
C 0.77517 4.81988 0.95815 0.69 2.20 0.61
O 1.14310 5.96520 1.20833 -1.21 -2.05 -0.45
N 1.74498 3.85117 0.82143 0.39 -1.10 -0.31
C 1.54727 2.52506 0.51699 2.84 0.26 0.28
O 2.48392 1.71553 0.45479 -1.72 1.01 -0.14
N 0.27035 2.11846 0.28728 -0.64 -1.13 -0.80
C -0.82985 2.87973 0.47916 -1.48 1.12 -0.24
O -1.91658 2.29558 0.32235 0.92 0.23 0.58
H -0.86025 2.81925 3.22103 0.08 0.00 -0.09
H -1.35202 4.18551 4.23711 0.31 -0.24 -0.18
H 0.26820 4.21029 3.49950 -0.44 -0.31 -0.08
H -2.47382 4.42013 2.04320 0.41 0.06 0.01
H -1.35053 5.76925 2.32021 0.05 -0.52 -0.01
H -1.03034 6.31167 -0.12481 0.04 -0.51 0.17
H -0.69457 5.00006 -1.23725 -0.08 0.12 -0.01
H -3.36634 5.38033 0.24763 0.09 -0.06 -0.37
H -3.02056 5.80388 -1.45493 0.05 -0.34 0.38
H -3.00508 4.08310 -0.93047 -0.08 0.45 0.05
H 2.71492 4.14903 0.90759 -0.18 -0.01 0.08
```
Positions in Å, forces in eV/Å.